Entry 1:
ORCA calculation (wB97M-V/def2-TZVPD) on a molecular structure, C19H31N3NiO2 at a distorted geometry.

## Properties
- lowest unoccupied orbital energy (alpha / beta) (eV) = 0.22 / 0.21
- ⟨S²⟩ = 2.01
- gap between HOMO and LUMO (alpha / beta) (Ha) = 0.2415 / 0.2336

```
! RIJCOSX wB97M-V def2-TZVPD def2/J DEFGRID3
* xyz 0 3
Ni -15.3806 -1.1421 5.1020
C -17.3427 -2.2421 5.2319
C -16.4110 -3.0358 4.5249
C -15.2332 -3.3139 5.2793
C -15.4067 -2.5997 6.5045
C -16.7310 -2.0612 6.5539
C -17.3168 -1.3823 7.7321
C -14.4495 -2.7386 7.6088
C -14.1192 -4.1470 4.8596
C -16.5185 -3.6792 3.1807
C -18.7093 -1.8777 4.6501
H -18.1261 -0.7615 7.3211
H -16.5160 -0.8050 8.2206
H -17.7973 -2.1127 8.4836
H -14.2335 -3.8322 7.7747
H -14.6959 -2.2609 8.5523
H -13.4355 -2.2332 7.4703
H -14.2649 -5.2021 4.9682
H -13.2601 -4.0268 5.4924
H -13.8373 -4.1172 3.8147
H -15.5074 -3.9091 2.8116
H -16.9393 -2.9872 2.4813
H -17.0910 -4.6117 3.1448
H -18.6970 -1.8483 3.5022
H -19.1062 -0.9014 4.9955
H -19.4415 -2.6563 4.8737
H -18.4746 -6.2206 2.5766
C -17.0783 1.8844 5.1892
C -15.5919 1.8027 5.4939
N -14.8376 0.7182 5.4796
C -13.5631 1.1358 5.8102
C -13.5658 2.4657 6.0353
N -14.8403 2.8748 5.8120
H -17.2352 2.9592 4.7002
H -17.6719 1.9702 6.0606
H -17.4508 1.0938 4.5321
H -12.6923 0.4550 5.8594
H -12.8024 3.2128 6.1220
H -15.2728 3.7624 5.7956
O -15.7911 1.5411 1.0547
C -15.7168 0.1509 0.9339
O -16.4016 -0.4221 0.1913
C -14.6231 -0.4808 1.7990
N -13.7029 0.5796 2.2458
C -12.3950 0.0336 2.2280
C -12.3172 -0.7507 0.9459
C -13.7129 -1.4636 0.9800
H -15.0158 -1.0553 2.6506
H -13.9763 0.9928 3.1509
H -15.0060 1.7714 1.4181
H -12.1505 -0.6921 3.0262
H -11.6842 0.8086 2.4294
H -11.3608 -1.3110 0.9925
H -12.3128 -0.2441 -0.0279
H -13.6838 -2.4411 1.4472
H -14.0304 -1.5296 -0.0780
*
```

Entry 2:
ORCA calculation (wB97M-V/def2-TZVPD) on a molecular structure, C19H31N3O2 at a distorted geometry.

## Properties
- lowest unoccupied orbital energy (eV) = 0.57
- gap between HOMO and LUMO (Ha) = 0.2820

```
! RIJCOSX wB97M-V def2-TZVPD def2/J DEFGRID3
* xyz 0 1
C -1.2788 6.7050 -0.3007
O -0.5242 6.6729 0.8045
C 0.0755 5.4941 1.3512
C -0.1545 4.3706 0.7109
C 0.3451 3.3095 1.1332
C 0.9915 3.4674 2.5743
C 1.0296 4.7241 3.2407
C 0.7671 5.8232 2.4895
H 0.8487 6.8218 2.9720
H 1.7268 4.7171 4.0451
H 1.6548 2.5624 3.1959
N 0.3763 2.1106 0.8095
C -0.8265 1.8120 -0.4197
H -1.5533 2.3758 0.0298
C -1.1510 0.3619 -0.3058
H -1.7765 0.1641 0.8670
H -2.1143 0.1753 -1.0451
C -0.1232 -0.6082 -0.3472
N -0.2712 -2.1554 -0.3222
C -1.7189 -2.4302 -0.7027
C -1.9019 -3.8270 -0.5735
N -0.9578 -4.7007 -0.8999
C -1.2086 -6.1759 -0.6999
H -0.6920 -6.8023 -1.2032
H -2.0266 -6.3085 -1.1985
H -1.1401 -6.4639 0.2433
C 0.2235 -4.3462 -0.7315
C 0.7468 -2.9422 -0.9028
H 1.4998 -2.5477 -0.5218
H 0.4774 -2.7867 -2.0227
C 1.6282 -5.2365 -1.2036
H 1.4368 -6.1936 -1.0132
H 2.4741 -4.9024 -0.7763
C 1.5142 -5.1191 -2.8305
O 0.3805 -5.5321 -3.4308
H -0.1620 -5.2103 -2.8403
H 2.4989 -5.8352 -3.2246
H 1.7539 -4.2113 -2.8445
H 0.4444 -4.4647 0.5174
H -2.8753 -4.1077 -0.7310
H -2.1229 -4.1115 0.6489
H -2.5464 -1.7700 -0.0798
H -1.8012 -2.1786 -1.8954
C 0.8600 -0.2496 0.6609
C 1.4890 1.2612 0.6435
H 2.0835 1.2382 1.3237
H 1.7532 1.2814 -0.3891
H 0.3926 -0.6410 1.5842
H 2.0160 -0.9514 0.5585
H 0.4440 -0.3172 -1.2712
H -0.2683 1.9859 -1.2461
H -0.5874 4.3072 -0.2044
H -1.4356 7.6292 -0.6497
H -2.2446 6.0646 -0.2610
H -0.7274 6.2932 -1.1577
*
```

Entry 3:
ORCA calculation (wB97M-V/def2-TZVPD) on C19H31N5O3 in the gas phase.

## Properties
- lowest unoccupied orbital energy (eV) = 0.62
- gap between HOMO and LUMO (Ha) = 0.3611

```
! RIJCOSX wB97M-V def2-TZVPD def2/J DEFGRID3
* xyz 0 1
C -1.7625 -0.3895 3.4752
C -0.4484 -1.0797 3.8131
C 0.6211 -0.0705 4.2282
C 1.9648 -0.7435 4.4435
O 2.3812 -1.4478 3.2829
C 1.4600 -2.4640 2.9497
C 0.0787 -1.8876 2.6259
C -0.8541 -3.0418 2.2811
O -1.4369 -3.6467 3.1686
N -0.9546 -3.4019 0.9710
C -1.8445 -4.4848 0.5950
C -0.2831 -2.7044 -0.1140
C -1.0983 -1.5246 -0.6398
C -0.4041 -0.6806 -1.7175
C 1.1279 -0.6372 -1.6125
C 1.6798 0.3348 -2.6320
O 2.0006 -0.0485 -3.7454
N 1.7984 1.6502 -2.2710
C 2.1297 2.6071 -3.3206
C 0.8616 3.1230 -4.0193
C -0.1178 3.4366 -2.9417
C -0.0053 3.0673 -1.6293
N -1.0860 3.5136 -0.9491
N -1.8636 4.1381 -1.7787
N -1.2932 4.0962 -2.9906
C -1.9293 4.7463 -4.1163
C 1.1370 2.2501 -1.1147
H -1.6314 0.2982 2.6339
H -2.5324 -1.1161 3.2130
H -2.1264 0.1936 4.3229
H -0.6165 -1.7807 4.6360
H 0.7260 0.6930 3.4490
H 0.3173 0.4434 5.1442
H 2.7479 -0.0165 4.6553
H 1.9050 -1.4422 5.2903
H 1.8793 -2.9962 2.0940
H 1.3596 -3.1775 3.7792
H 0.1887 -1.2000 1.7834
H -2.3471 -4.8493 1.4846
H -2.5908 -4.1353 -0.1222
H -1.2803 -5.3019 0.1392
H 0.6999 -2.3782 0.2175
H -0.1055 -3.4333 -0.9098
H -2.0591 -1.8826 -1.0147
H -1.3309 -0.8873 0.2194
H -0.6393 -1.0731 -2.7101
H -0.8150 0.3314 -1.6883
H 1.4552 -0.3853 -0.6007
H 1.5507 -1.6072 -1.8673
H 2.6556 3.4424 -2.8522
H 2.7916 2.1235 -4.0317
H 1.1006 4.0022 -4.6218
H 0.4723 2.3532 -4.6910
H -1.6090 4.2612 -5.0355
H -3.0056 4.6476 -4.0094
H -1.6649 5.8024 -4.1512
H 0.7870 1.4899 -0.4231
H 1.8582 2.8708 -0.5745
*
```

Entry 4:
ORCA calculation (wB97M-V/def2-TZVPD) on a molecular structure, C19H32BrCl2IO4RhS2Si at a distorted geometry.

## Properties
- lowest unoccupied orbital energy (eV) = 2.30
- gap between HOMO and LUMO (Ha) = 0.2692

```
! RIJCOSX wB97M-V def2-TZVPD def2/J DEFGRID3
* xyz -1 1
Rh -1.0493 -1.8697 -2.1699
Cl -3.2107 -1.3461 -0.6085
C -4.5035 -1.1465 -1.7414
C -5.7528 -0.8446 -1.2287
C -6.8324 -0.7269 -2.0859
C -6.6367 -0.9212 -3.4436
C -5.3745 -1.2051 -3.9300
Cl -5.2232 -1.4180 -5.6533
C -4.2394 -1.3128 -3.1049
S -2.6788 -1.5575 -3.8628
H -5.8668 -0.7124 -0.1614
H -7.8145 -0.4870 -1.7019
H -7.4607 -0.8545 -4.1406
I 0.4005 -1.7120 -5.4328
C 0.5162 -2.0456 -3.3197
H 1.2692 -1.3370 -2.9781
H 0.8465 -3.0771 -3.2227
C 2.4619 3.2732 1.8966
C 1.3545 2.8020 0.9359
C 1.6099 3.5175 -0.4025
C -0.0002 3.3327 1.4365
Si 1.3029 0.8672 0.8036
Br -0.0495 0.6811 -1.0295
C 2.9737 0.0968 0.2915
C 3.6345 0.8890 -0.8445
C 3.9518 0.0751 1.4805
C 2.7816 -1.3459 -0.2076
C 0.4908 0.0444 2.3316
C 0.8421 -1.4456 2.4937
C -1.0410 0.1136 2.2059
C 0.9345 0.7350 3.6338
H 2.3818 4.3588 2.0233
H 3.4532 3.0702 1.4877
H 2.4070 2.8225 2.8865
H 1.6081 4.5967 -0.2130
H 0.8347 3.3084 -1.1373
H 2.5699 3.2651 -0.8462
H 0.0280 4.4280 1.4316
H -0.2398 3.0181 2.4502
H -0.8174 3.0209 0.7834
H 4.0087 1.8562 -0.5048
H 2.9586 1.0562 -1.6851
H 4.4926 0.3184 -1.2142
H 4.1391 1.0681 1.8923
H 4.9120 -0.3246 1.1371
H 3.6067 -0.5652 2.2913
H 2.0691 -1.4036 -1.0284
H 2.4236 -2.0252 0.5601
H 3.7458 -1.7206 -0.5678
H 0.5704 -2.0375 1.6230
H 0.2683 -1.8317 3.3432
H 1.8964 -1.6056 2.7182
H -1.3806 -0.4938 1.3674
H -1.4194 1.1272 2.0744
H -1.4864 -0.3008 3.1167
H 2.0198 0.7190 3.7606
H 0.5023 0.1767 4.4704
H 0.5966 1.7659 3.7214
O 0.3454 -4.6538 0.0192
S -0.7661 -3.8251 -0.3597
O -2.0038 -4.0899 0.3232
O -0.9888 -3.8231 -1.9119
O -0.3725 -2.3379 -0.2520
*
```

Entry 5:
ORCA calculation (wB97M-V/def2-TZVPD) on 9 unconnected molecules or ions with the total composition C19H32Cl6N4O9 at a distorted geometry.

## Properties
- lowest unoccupied orbital energy (eV) = 0.23
- gap between HOMO and LUMO (Ha) = 0.4132

```
! RIJCOSX wB97M-V def2-TZVPD def2/J DEFGRID3
* xyz 0 1
C -14.5368 -0.1624 -10.0763
O -15.0505 -1.3426 -10.6578
C -14.7753 -1.5219 -11.9299
O -14.1258 -0.7854 -12.6187
O -15.3759 -2.6374 -12.3374
C -14.8409 -3.2411 -13.5000
H -14.9505 0.0509 -9.0922
H -14.7851 0.7358 -10.6409
H -13.4528 -0.2622 -9.9845
H -14.0827 -3.9662 -13.2102
H -14.3930 -2.5609 -14.2267
H -15.6596 -3.7060 -14.0451
C -16.8485 4.3622 -11.1186
O -15.5793 4.2794 -11.7476
C -14.6603 3.6565 -11.0291
O -14.8595 3.0736 -9.9893
O -13.5160 3.7399 -11.6708
C -12.4938 2.8282 -11.3090
H -17.4193 5.0152 -11.7759
H -16.8363 4.8480 -10.1426
H -17.3553 3.4051 -11.0583
H -11.5872 3.0642 -11.8553
H -12.7697 1.8130 -11.6109
H -12.3082 2.7956 -10.2370
C -19.8576 -1.5855 -10.9487
O -21.2347 -1.3751 -11.2356
C -21.4898 -0.9918 -12.4816
O -20.6797 -0.8097 -13.3473
O -22.7901 -0.8447 -12.5948
C -23.3316 -0.4287 -13.8269
H -19.5733 -2.5760 -11.3151
H -19.6943 -1.5543 -9.8767
H -19.1932 -0.8701 -11.4212
H -22.7976 0.4141 -14.2616
H -24.3983 -0.2382 -13.7677
H -23.2492 -1.2575 -14.5415
Cl -13.4542 1.1520 -4.4834
C -14.7013 1.8225 -3.4187
Cl -15.1873 0.6519 -2.1737
Cl -16.1570 2.3060 -4.3319
H -14.3253 2.7213 -2.9506
Cl -15.6449 -0.9261 -6.4517
C -14.7103 -2.2844 -5.7676
Cl -13.2270 -2.4910 -6.6730
Cl -15.7264 -3.7214 -5.7532
H -14.4007 -2.0398 -4.7593
C -17.3964 0.5974 -12.9307
C -18.1831 1.8058 -13.0644
N -18.7782 2.7808 -13.2113
H -17.2404 0.4227 -11.8638
H -16.4938 0.6938 -13.5291
H -17.9866 -0.2515 -13.2783
C -13.3997 4.0623 -7.5939
C -12.3667 4.3521 -6.6231
N -11.5831 4.5837 -5.8173
H -14.1265 4.8746 -7.6196
H -13.9137 3.1351 -7.3639
H -12.9304 4.0507 -8.5741
C -17.0323 2.4152 -7.6347
C -17.5288 1.4567 -8.6117
N -17.8574 0.6977 -9.4097
H -16.0960 1.9570 -7.3082
H -17.7029 2.5175 -6.7856
H -16.9026 3.3818 -8.1154
C -20.4587 2.6883 -9.5857
C -20.0031 4.0428 -9.2886
N -19.6322 5.0749 -8.9470
H -21.5162 2.6538 -9.8382
H -20.2033 2.0735 -8.7262
H -19.9569 2.2482 -10.4451
*
```

Entry 6:
ORCA calculation (wB97M-V/def2-TZVPD) on a molecular structure, C19H32Ge2N4STc at a distorted geometry.

## Properties
- lowest unoccupied orbital energy (alpha / beta) (eV) = -14.43 / -15.08
- ⟨S²⟩ = 3.82
- gap between HOMO and LUMO (alpha / beta) (Ha) = 0.2357 / 0.2203

```
! RIJCOSX wB97M-V def2-TZVPD def2/J DEFGRID3
* xyz 4 4
Tc -0.8238 0.6625 1.0968
C -2.3382 -4.1793 0.9885
C -2.3794 -2.7860 1.5899
Ge -1.9733 -1.3795 0.1789
C -3.3851 -1.0682 -1.2497
C -3.4715 -2.2477 -2.2045
C -0.1672 -1.6811 -0.6761
C 1.0852 -1.1549 -0.7882
Ge 1.6067 0.6089 0.1445
C 1.7035 2.2698 -1.0057
C 2.9451 2.2985 -1.8954
C 2.7035 0.5268 1.8409
C 4.1590 0.1582 1.5705
C 2.1351 -1.8052 -1.5531
C 3.4250 -1.2057 -1.6360
C 4.4419 -1.7821 -2.3391
C 4.2136 -3.0145 -3.0081
C 2.9479 -3.6313 -2.9437
C 1.9333 -3.0513 -2.2391
H -2.5810 -4.8836 1.7896
H -1.3538 -4.4604 0.6149
H -3.0905 -4.3336 0.2166
H -1.6428 -2.6536 2.3818
H -3.3677 -2.5207 1.9654
H -3.1161 -0.1487 -1.7707
H -4.3139 -0.9178 -0.6988
H -2.5563 -2.4085 -2.7738
H -4.2572 -2.0194 -2.9301
H -3.7723 -3.1713 -1.7128
H -0.3371 -2.6233 -1.2095
H 1.7193 3.0968 -0.2926
H 0.7944 2.3223 -1.6086
H 3.8717 2.2519 -1.3231
H 2.9487 3.2546 -2.4230
H 2.9374 1.5165 -2.6536
H 2.2300 -0.1886 2.5149
H 2.6178 1.5281 2.2661
H 4.2768 -0.8540 1.1851
H 4.6870 0.1947 2.5262
H 4.6587 0.8687 0.9116
H 3.6187 -0.2637 -1.1295
H 5.4161 -1.3128 -2.3917
H 5.0162 -3.4803 -3.5690
H 2.7836 -4.5711 -3.4550
H 0.9796 -3.5601 -2.2142
C -3.5334 5.2044 1.3072
C -3.0038 4.3013 2.3440
N -3.0908 4.4137 3.6257
N -2.4555 3.3491 4.1680
C -1.9531 2.5444 3.2562
S -1.0464 1.0788 3.3513
N -2.2832 3.1213 2.0782
N -1.9249 2.5473 0.8401
H -4.0344 6.0411 1.7916
H -4.2622 4.6984 0.6685
H -2.7331 5.6061 0.6800
H -2.4215 3.2642 5.1815
H -2.7887 2.3829 0.3115
H -1.3977 3.2473 0.3087
*
```